1.
ORCA calculation (ωB97M-V/def2-TZVPD) on the ion C2HO3S with charge -1.

```
! RIJCOSX wB97M-V def2-TZVPD def2/J DEFGRID3
* xyz -1 1
S -2.3255 1.1751 -0.3981
O 1.4438 -1.1321 -0.3414
O 0.1416 0.6286 0.2214
O -1.3803 -1.1823 -0.0848
C 1.3052 -0.0193 0.1099
C -1.2224 -0.0079 -0.0798
H 2.0376 0.5379 0.5727
*
```

Summary:
Highest occupied orbital energy (hartree): -0.132
LUMO level (eV): 3.88
Orbital gap (eV): 7.5
Relative energy (zero: lowest compared OMol25 entry of this formula, charge and spin) (eV): 0.231

2.
ORCA calculation (ωB97M-V/def2-TZVPD) on the molecule C3H4FN3O.

```
! RIJCOSX wB97M-V def2-TZVPD def2/J DEFGRID3
* xyz 0 1
F -0.2965 -1.1539 -2.7254
O -1.1096 -1.3603 0.7931
N 0.2390 0.1630 1.6294
N 0.3173 -0.1280 -0.6448
N 1.3285 1.0761 -0.1697
C -0.5814 -0.3990 -1.6039
C -0.2519 -0.5557 0.6221
C 1.2138 0.9718 1.1205
H -0.0588 -0.2181 2.4985
H 1.5744 1.6494 1.9154
H -1.6429 -0.5594 -1.2769
H -0.7319 0.5140 -2.1583
*
```

Summary:
Highest occupied orbital energy (hartree): -0.366
LUMO level (eV): 0.51
Orbital gap (eV): 10.5
Relative energy (zero: lowest compared OMol25 entry of this formula, charge and spin) (eV): 2.420

3.
ORCA calculation (ωB97M-V/def2-TZVPD) on a cluster of 2 separate species, C2H5F2NS in total.

```
! RIJCOSX wB97M-V def2-TZVPD def2/J DEFGRID3
* xyz 0 1
S -1.5604 -1.1819 -0.2839
F 1.9898 1.2096 0.2333
F 3.8041 0.1195 0.1579
N 1.9364 -1.1440 0.2646
C 2.4754 -0.0294 0.2142
C -1.7348 0.6859 -0.1140
H -2.7047 -1.4955 -0.9321
H -2.0265 0.9837 0.8422
H -2.4046 1.0338 -0.8592
H -0.6901 1.0183 -0.0299
H 0.9154 -1.2000 0.5069
*
```

Summary:
Highest occupied orbital energy (hartree): -0.347
LUMO level (eV): 0.68
Orbital gap (eV): 10.1
Relative energy (zero: lowest compared OMol25 entry of this formula, charge and spin) (eV): 0.753

4.
ORCA calculation (ωB97M-V/def2-TZVPD) on the molecule C5H7N3.

```
! RIJCOSX wB97M-V def2-TZVPD def2/J DEFGRID3
* xyz 0 1
N 0.1845 1.1385 1.3997
N 0.0454 -0.9121 0.4758
N 0.0031 -1.9740 -0.4974
C 0.0571 -1.0194 1.8003
C 0.1370 0.5140 0.2754
C 0.1302 1.0137 -1.0490
C 0.1549 0.1914 2.3465
C 0.0113 2.2651 -1.3795
H -0.0856 0.5172 3.3524
H 0.1832 -2.0001 2.2880
H 0.0475 3.0903 -0.5262
H -0.0248 2.3768 -2.5052
H -0.6478 -2.6046 -0.1222
H -0.3142 -1.4841 -1.3912
H 0.2260 0.4720 -1.9428
*
```

Summary:
Highest occupied orbital energy (hartree): -0.298
LUMO level (eV): 0.80
Orbital gap (eV): 8.9
Relative energy (zero: lowest compared OMol25 entry of this formula, charge and spin) (eV): 3.392

5.
ORCA calculation (ωB97M-V/def2-TZVPD) on a cluster of 8 separate species, C6H25NO8 in total.

```
! RIJCOSX wB97M-V def2-TZVPD def2/J DEFGRID3
* xyz 0 1
O 2.9492 -1.0960 -0.5738
O -0.5250 4.5846 0.2191
O -1.5280 -2.1797 -2.4733
O -2.1053 0.2873 4.3908
O 1.3091 -3.4321 -1.3624
O 2.7974 0.8645 0.9571
O 2.9229 1.7358 -1.7478
O -2.0530 1.3373 -2.5351
N -1.6366 2.5853 0.4692
C -0.0432 -2.6964 1.6711
C 0.0011 -0.7794 0.1447
C -0.7342 3.5496 0.8052
C -1.3051 1.1893 1.0320
C -1.0423 0.2792 -0.2843
C -0.7315 -2.0431 0.7627
H 0.6421 -0.1931 0.8052
H 2.8521 0.8783 -2.1727
H -1.7277 -2.2152 0.4285
H -2.1748 2.5872 -0.3811
H 0.6278 -0.9931 -0.7251
H -1.8800 -0.0938 -0.8550
H 3.2482 -0.6958 0.3000
H 3.0816 1.2083 0.0910
H -0.6209 1.0502 -0.9128
H -0.1457 3.2532 1.7316
H -0.3366 1.3145 1.5748
H -1.9672 -1.5210 -1.9350
H -2.0169 1.1010 1.8298
H 1.9481 -3.5540 -2.0766
H -2.7778 -0.0590 3.7921
H -2.1090 -2.6313 -3.0847
H -0.2643 -3.5173 2.3346
H -1.3372 -0.1600 4.0081
H -2.4573 1.7810 -3.2906
H 2.5613 -1.9752 -0.3765
H 1.0287 -2.6704 1.6861
H 3.2936 1.3785 1.6038
H 0.6927 -2.8502 -1.8323
H -1.9465 2.0183 -1.8671
H 3.5104 2.3724 -2.1513
*
```

Summary:
Highest occupied orbital energy (hartree): -0.345
LUMO level (eV): 0.36
Orbital gap (eV): 9.7
Relative energy (zero: lowest compared OMol25 entry of this formula, charge and spin) (eV): 3.146

6.
ORCA calculation (ωB97M-V/def2-TZVPD) on a structure of composition C23H26ClFeNS2SbSe4.

```
! RIJCOSX wB97M-V def2-TZVPD def2/J DEFGRID3
* xyz 0 6
Sb -3.7280 2.3100 -2.9590
Se -2.8648 4.4802 -3.1166
Se -3.6368 1.3009 -0.6495
Se -5.0764 1.0971 -4.4327
Se -1.7695 0.4211 -1.9794
Fe -0.1291 -0.6170 -0.4165
Cl 3.4849 -3.7226 2.5566
S 0.8980 -1.8399 -2.1065
S -1.5873 -2.4871 -0.0130
N 0.7596 -1.1030 1.4507
C 1.7882 -1.9484 1.4646
C 4.0989 0.4429 1.9884
C 0.9693 2.2732 -0.3155
C 2.9217 0.8355 -0.2070
C 2.9497 0.9947 1.1796
C 0.1058 3.2230 -1.0870
C 1.9060 1.6647 1.8348
C 1.9141 1.7041 3.3442
C -1.4743 -4.3056 -4.1275
C 0.0323 -0.9444 2.5614
C 1.3706 -2.5178 3.7507
C -0.2319 3.0449 1.7313
C 3.9496 -0.0324 -0.8958
C 0.8906 2.2673 1.0900
C -0.4331 -2.8597 -2.4846
C 2.1248 -2.6643 2.6001
C -0.4564 -3.4726 -3.7615
C 2.0657 1.5939 -2.4730
C 1.9617 1.5268 -0.9681
C -2.5369 -4.5770 -3.2359
C -1.5125 -3.1339 -1.5800
C 0.3045 -1.6340 3.7265
C -2.5512 -4.0094 -1.9997
H 3.8838 -0.5463 2.4091
H -1.1926 2.7994 1.2742
H 0.5073 4.2362 -0.9791
H 4.3319 1.1006 2.8247
H -0.9216 3.2480 -0.7288
H -0.7909 -0.2433 2.5022
H 1.1850 1.1668 -2.9593
H 0.9172 1.8178 3.7636
H -0.0857 4.1183 1.5890
H 5.0026 0.3534 1.3910
H 1.6183 -3.0811 4.6388
H -3.3637 -4.2027 -1.3130
H 2.9401 1.0749 -2.8516
H 0.0654 2.9922 -2.1438
H -3.3430 -5.2316 -3.5373
H 2.1353 2.6340 -2.7954
H 2.3345 0.7886 3.7617
H -0.3125 -1.4808 4.5998
H 2.5168 2.5365 3.7173
H 4.3675 -0.7758 -0.2193
H -1.4695 -4.7579 -5.1100
H 4.7825 0.5545 -1.2916
H 2.3525 -2.0574 0.5449
H 3.5079 -0.5740 -1.7313
H -0.3173 2.8706 2.8000
H 0.3554 -3.2590 -4.4432
*
```

Summary:
Highest occupied orbital energy (alpha / beta) (hartree): -0.283 / -0.285
LUMO level (alpha / beta) (eV): -0.91 / -2.45
Orbital gap (alpha / beta) (eV): 6.8 / 5.3

7.
ORCA calculation (ωB97M-V/def2-TZVPD) on a structure of composition C23H34N4O2.

```
! RIJCOSX wB97M-V def2-TZVPD def2/J DEFGRID3
* xyz 0 1
O 6.7483 1.4698 5.7948
O -4.7179 -0.4220 0.4327
N -0.8706 1.4054 -0.8936
N 1.5979 2.1038 2.2994
N -2.8394 -0.6100 -1.5809
N 3.3274 2.1759 0.6808
C 6.3084 1.7770 3.6819
C -2.6007 0.9030 -2.6772
C -3.3570 -1.5873 -2.4924
C 3.1542 2.1413 1.8217
C -2.7468 -3.6899 -4.0442
C 6.4071 1.3728 7.3231
C 4.3127 1.9172 5.3582
C -1.7663 -0.8058 -0.7501
C 5.7633 1.6593 5.0088
C -2.2204 1.8356 -1.6831
C 0.1964 2.3612 -1.3876
C -3.4975 -1.1229 1.1538
C -0.5893 0.2044 -1.0044
C -1.8831 -4.3301 -4.7554
C 1.2123 2.3725 -0.1615
C 3.9815 1.8041 3.1482
C 3.5464 1.8628 4.3825
C -2.4559 -2.2274 -3.4819
C -4.2441 -3.4585 -4.6767
C 5.3753 1.9216 2.6286
C 0.8978 2.1474 1.3226
C -2.4338 -0.4946 0.7935
C 2.6424 2.0843 -0.4258
H 5.6683 0.5707 7.4471
H 7.3341 1.2580 7.8856
H 2.4174 1.6408 4.4961
H -0.8780 -4.1786 -4.1810
H 5.9019 2.4343 7.5792
H -2.8131 -4.1537 -3.0053
H -2.8519 2.0879 -1.0051
H -1.7008 -1.9226 -0.7452
H -4.3574 -1.1679 -2.8830
H 3.9990 1.8027 6.2993
H -3.7255 -2.1445 0.6150
H -2.0307 0.4511 -3.2599
H -3.9101 -1.1483 2.2324
H -1.7248 -0.8719 1.4633
H -3.6087 0.9326 -2.8112
H 7.2592 1.6041 3.5133
H -1.9981 -5.1746 -5.0164
H 5.8662 1.7897 1.5511
H -3.8219 -2.4107 -1.7191
H -0.0411 -0.2998 -1.9327
H -2.1661 2.7735 -2.1230
H -4.4540 -0.2501 -0.4835
H -0.1737 3.4772 -1.2401
H -4.2657 -4.6890 -4.9344
H -2.5038 -1.4846 -4.2222
H -2.3579 0.6928 0.7825
H 0.2169 -0.3395 -0.2818
H -4.1560 -2.9549 -5.4629
H -4.9698 -3.5493 -3.8382
H -0.1866 2.2512 1.5875
H 0.7405 2.0796 -2.1317
H -1.5249 -3.7562 -5.5920
H -1.4773 -2.2124 -2.9499
H 3.0454 2.0917 -1.4494
*
```

Summary:
Highest occupied orbital energy (hartree): -0.278
LUMO level (eV): 0.45
Orbital gap (eV): 8.0
Relative energy (zero: lowest compared OMol25 entry of this formula, charge and spin) (eV): 23.880

8.
ORCA calculation (ωB97M-V/def2-TZVPD) on a structure of composition C9H5AlF7O4.

```
! RIJCOSX wB97M-V def2-TZVPD def2/J DEFGRID3
* xyz -1 1
Al -1.9001 -3.3579 3.1052
F -3.4786 -3.9487 3.1746
F -0.8120 -4.6377 2.9931
F -1.5831 -2.4070 4.4570
F 2.4223 3.2000 -1.9937
F 4.0639 1.9769 -1.3339
F 2.9432 1.3958 -3.0778
F -1.7893 -2.3974 1.7025
O 0.1754 1.6066 -2.5970
O 1.4183 -0.9554 1.8382
O -2.4906 2.7178 -0.9770
O 3.3865 0.4881 0.7067
C -0.5898 0.3426 -0.7641
C 2.8208 1.9321 -1.8477
C 1.1178 -0.3312 0.8596
C 2.1680 0.4634 0.1084
C -2.0027 0.3806 -1.2897
C 1.8451 1.1335 -1.0081
C 0.4440 1.0886 -1.5404
C -0.2617 -0.3348 0.3360
C -2.7611 1.5767 -0.7319
H -3.6023 1.3330 -0.0513
H 3.9392 -0.2430 0.3984
H -0.9573 -0.9569 0.9069
H -1.9968 0.4714 -2.3814
H -2.5189 -0.5372 -0.9924
*
```

Summary:
Highest occupied orbital energy (hartree): -0.284
LUMO level (eV): 0.72
Orbital gap (eV): 8.4

9.
ORCA calculation (ωB97M-V/def2-TZVPD) on a cluster of 2 separate species, C3H8NOS in total.

```
! RIJCOSX wB97M-V def2-TZVPD def2/J DEFGRID3
* xyz 1 1
S -2.7314 0.0956 0.1109
O -2.0998 -0.6385 -1.3053
N -0.3187 0.9449 -0.7951
C -1.1688 -0.1369 -0.3831
C -0.2102 -2.5358 0.3817
C -0.0400 1.8165 0.3822
H 0.4755 0.6945 -1.3804
H -1.2353 -2.6533 0.7665
H 0.6302 -2.5956 1.1832
H -0.9884 2.3382 0.5826
H -0.9610 1.5993 -1.3945
H 0.4008 1.2649 1.2382
H -0.0285 -2.9687 -0.6789
H 0.7324 2.6183 0.1944
*
```

Summary:
Highest occupied orbital energy (alpha / beta) (hartree): -0.485 / -0.496
LUMO level (alpha / beta) (eV): -5.53 / -4.42
Orbital gap (alpha / beta) (eV): 7.7 / 9.1
Relative energy (zero: lowest compared OMol25 entry of this formula, charge and spin) (eV): 6.097

10.
ORCA calculation (ωB97M-V/def2-TZVPD) on the molecule C3H4N4.

```
! RIJCOSX wB97M-V def2-TZVPD def2/J DEFGRID3
* xyz 0 1
N 0.2965 0.9807 -0.1899
N 1.6263 -1.4555 0.0005
N 2.2674 -0.1989 -0.0034
N 0.3646 -1.4466 -0.1171
C 1.6234 0.9389 0.0099
C -0.2922 -0.2185 -0.1362
C -1.7519 -0.1717 0.1011
H -2.0737 0.9227 -0.1970
H 2.2921 1.8662 0.2682
H -2.1852 -0.7208 -0.8773
H -2.1673 -0.4966 1.1412
*
```

Summary:
Highest occupied orbital energy (hartree): -0.368
LUMO level (eV): -0.53
Orbital gap (eV): 9.5
Relative energy (zero: lowest compared OMol25 entry of this formula, charge and spin) (eV): 3.888

11.
ORCA calculation (ωB97M-V/def2-TZVPD) on a structure of composition C4H10O2.

```
! RIJCOSX wB97M-V def2-TZVPD def2/J DEFGRID3
* xyz 0 1
O 0.7292 -0.7840 0.0474
O 0.6741 1.7459 0.9375
C -0.5644 2.0284 -0.3721
C -0.5744 -0.5668 -0.4851
C 0.7823 -1.8585 0.9576
C -0.5494 0.7732 -1.2111
H 0.1225 -1.6834 1.8198
H -1.3152 -0.5535 0.3300
H 1.0896 0.9143 0.6251
H 0.7201 2.4762 0.1886
H -1.4372 2.0256 0.2922
H -1.4539 0.8610 -1.8326
H 0.2970 0.7589 -1.9113
H 0.4901 -2.8009 0.4737
H 1.8145 -1.9396 1.3052
H -0.8249 -1.3969 -1.1648
*
```

Summary:
Highest occupied orbital energy (hartree): -0.297
LUMO level (eV): 0.85
Orbital gap (eV): 8.9
Relative energy (zero: lowest compared OMol25 entry of this formula, charge and spin) (eV): 4.772

12.
ORCA calculation (ωB97M-V/def2-TZVPD) on the molecule C3H5NO2.

```
! RIJCOSX wB97M-V def2-TZVPD def2/J DEFGRID3
* xyz 0 1
O -1.9311 0.8344 0.8501
O 1.3776 -1.6147 -0.4873
N -0.6797 -1.0676 0.4047
C -1.1488 -0.0065 1.2114
C 0.7319 0.6776 -0.7794
C 0.5756 -0.7496 -0.2700
H 1.7765 0.8565 -1.0301
H -1.3818 -1.2898 -0.3018
H 0.3709 1.4631 -0.1091
H 0.1249 0.7698 -1.6907
H -0.7126 -0.0134 2.2244
*
```

Summary:
Highest occupied orbital energy (hartree): -0.388
LUMO level (eV): 0.38
Orbital gap (eV): 10.9
Relative energy (zero: lowest compared OMol25 entry of this formula, charge and spin) (eV): 1.120

- Which formula does entry 8 have?
  C9H5AlF7O4

- Which formula does entry 2 have?
  C3H4FN3O